DFT (ωB97M-V/def2-TZVPD) results for 11 unconnected molecules or ions with the total composition C81H176N8O11 in a non-equilibrium geometry.

Each line ends with the Löwdin charge.
Atoms and positions in Å:
1 C -1.22622 3.57702 2.71883  -0.03
2 C -1.02687 4.30870 1.44405  -0.55
3 C 0.42692 4.69238 1.27302  -0.02
4 C -1.37080 3.48188 0.22943  -0.14
5 C -1.43968 4.28667 -1.05437  -0.16
6 C -2.32123 5.57916 -0.86688  -0.12
7 C -1.93540 6.39628 0.37643  -0.52
8 C -0.71694 7.31076 0.00763  -0.02
9 C -3.11778 7.38197 0.58543  -0.04
10 N -1.89391 5.48264 1.49195  -0.07
11 O -1.53528 6.24607 2.63296  -0.03
12 H -0.76851 2.62498 2.66578  0.05
13 H -0.67683 4.14894 3.50457  0.09
14 H -2.23163 3.41193 3.06900  0.10
15 H 0.94237 5.52092 1.92502  0.13
16 H 1.00044 3.75789 1.39159  0.08
17 H 0.66312 5.00167 0.24778  0.04
18 H -0.76343 2.56562 0.16365  0.09
19 H -2.37320 3.11930 0.42617  0.12
20 H -0.46996 4.51129 -1.52171  0.09
21 H -1.97521 3.60768 -1.83211  0.11
22 H -3.37712 5.23895 -0.74310  0.13
23 H -2.31935 6.22578 -1.77938  0.12
24 H -0.37823 7.98692 0.75671  0.07
25 H -1.03658 7.94022 -0.83592  0.09
26 H 0.09522 6.67046 -0.42005  0.06
27 H -4.04436 6.85668 0.76702  0.08
28 H -3.22224 8.00313 -0.31491  0.08
29 H -2.96140 8.05746 1.42595  0.08
30 H -0.62473 6.55522 2.49118  0.08
31 C -0.36242 -7.87191 3.94097  -0.06
32 C 0.07791 -6.81207 4.85815  -0.51
33 C -1.05215 -6.61753 5.86461  -0.01
34 C 1.41246 -7.15156 5.48355  -0.14
35 C 1.89021 -6.03272 6.38254  -0.16
36 C 2.19945 -4.83433 5.44680  -0.14
37 C 1.00238 -4.39307 4.65018  -0.52
38 C 0.01918 -3.58831 5.56949  0.00
39 C 1.54616 -3.51537 3.51321  -0.04
40 N 0.41009 -5.58475 3.98626  -0.03
41 O -0.68876 -5.09894 3.15632  -0.04
42 H -1.38643 -7.78570 3.53377  0.10
43 H 0.26049 -7.97798 3.06321  0.09
44 H -0.48426 -8.80454 4.44100  0.08
45 H -2.00708 -6.30216 5.42189  0.09
46 H -1.15341 -7.53904 6.30489  0.06
47 H -0.81908 -5.98417 6.70727  0.07
48 H 1.26470 -8.02554 6.10471  0.12
49 H 2.11860 -7.44188 4.69623  0.13
50 H 1.19501 -5.79428 7.13916  0.08
51 H 2.81150 -6.36517 6.85337  0.11
52 H 2.98380 -5.22328 4.67517  0.16
53 H 2.54850 -3.93304 5.94013  0.11
54 H 0.42246 -2.57137 5.57780  0.06
55 H -0.00023 -4.08262 6.56191  0.08
56 H -1.01463 -3.48670 5.15392  0.07
57 H 0.75704 -2.97925 2.94909  0.06
58 H 2.03224 -4.18426 2.85157  0.07
59 H 2.32436 -2.78984 3.87631  0.09
60 H -1.45724 -5.05780 3.69298  0.04
61 C -4.05686 -3.66094 5.68713  -0.04
62 C -4.18826 -2.33505 4.99564  -0.55
63 C -5.63737 -2.17585 4.50591  -0.02
64 C -3.98110 -1.27560 6.00636  -0.14
65 C -3.55557 0.08819 5.37704  -0.15
66 C -2.32961 -0.17194 4.55330  -0.15
67 C -2.65726 -1.08945 3.40152  -0.51
68 C -3.65119 -0.46334 2.44360  -0.01
69 C -1.39851 -1.36955 2.61127  0.00
70 N -3.09481 -2.30219 4.02872  -0.08
71 O -3.12611 -3.33300 3.06448  -0.05
72 H -4.54624 -3.74827 6.62933  0.08
73 H -4.44343 -4.45840 5.08590  0.08
74 H -2.98328 -3.89710 5.87827  0.08
75 H -5.85479 -1.10161 4.40976  0.07
76 H -5.88083 -2.63882 3.52249  0.09
77 H -6.32880 -2.64344 5.27590  0.11
78 H -4.80521 -1.05539 6.70365  0.13
79 H -3.06170 -1.43461 6.62017  0.13
80 H -4.35501 0.47274 4.75860  0.09
81 H -3.35514 0.82123 6.18419  0.12
82 H -1.51087 -0.51749 5.14374  0.10
83 H -2.00178 0.73128 4.09758  0.09
84 H -3.88958 -1.05351 1.58057  0.07
85 H -3.19915 0.42715 1.97935  0.09
86 H -4.61091 -0.11134 2.84093  0.08
87 H -1.51634 -2.20929 1.98087  0.06
88 H -0.58748 -1.62476 3.26327  0.06
89 H -0.97511 -0.51328 2.12379  0.08
90 H -3.88582 -3.24590 2.41411  0.13
91 C -0.77512 5.42460 -5.01771  -0.03
92 C -1.21651 4.07698 -5.66546  -0.52
93 C -2.28061 3.44190 -4.84219  -0.04
94 C -1.72852 4.50575 -7.07432  -0.15
95 C -1.99835 3.28825 -7.88717  -0.18
96 C -0.66080 2.47556 -8.12883  -0.11
97 C -0.01756 2.05020 -6.78311  -0.48
98 C -0.81457 0.86152 -6.24119  -0.04
99 C 1.46888 1.60868 -6.95689  -0.02
100 N 0.00717 3.27305 -5.88603  -0.06
101 O 0.39896 2.77271 -4.61138  -0.07
102 H -0.78355 5.23875 -3.96325  0.04
103 H 0.23678 5.72477 -5.40286  0.10
104 H -1.54946 6.24567 -5.14072  0.10
105 H -1.90752 3.09418 -3.90784  0.05
106 H -2.96765 4.24735 -4.60751  0.10
107 H -2.76736 2.57677 -5.31255  0.07
108 H -2.64238 5.07887 -6.87368  0.12
109 H -1.00993 5.23978 -7.49466  0.13
110 H -2.72486 2.64215 -7.41530  0.09
111 H -2.47542 3.46379 -8.87403  0.12
112 H 0.06083 2.98127 -8.82998  0.13
113 H -0.95196 1.51315 -8.61333  0.12
114 H -1.90197 0.92623 -6.36879  0.07
115 H -0.64174 0.63310 -5.15393  0.08
116 H -0.44053 -0.00882 -6.80363  0.08
117 H 1.58780 0.82702 -7.72396  0.09
118 H 1.81908 1.21867 -6.04736  0.03
119 H 2.07776 2.45139 -7.29624  0.09
120 H 1.36227 2.98936 -4.51355  0.09
121 C 4.09530 7.20541 -2.63596  -0.03
122 C 3.85639 5.66726 -2.59578  -0.46
123 C 2.33726 5.52361 -2.15057  -0.03
124 C 4.07944 5.05290 -3.96320  -0.17
125 C 4.01357 3.57844 -3.97754  -0.17
126 C 5.10587 3.04051 -3.00049  -0.12
127 C 4.94867 3.55260 -1.61160  -0.53
128 C 3.72621 2.88227 -0.86464  -0.01
129 C 6.22319 3.17415 -0.83444  -0.02
130 N 4.88160 5.02849 -1.68273  -0.06
131 O 4.70358 5.52281 -0.31100  -0.04
132 H 5.12144 7.49090 -2.90815  0.09
133 H 3.50025 7.60393 -3.41459  0.06
134 H 3.79680 7.59423 -1.68985  0.07
135 H 1.77336 6.26493 -2.73904  0.08
136 H 2.00966 4.48341 -2.37114  0.05
137 H 2.07855 5.69387 -1.04347  0.09
138 H 3.40280 5.46361 -4.72835  0.13
139 H 5.05486 5.39472 -4.34937  0.13
140 H 3.03140 3.23093 -3.67913  0.07
141 H 4.01868 3.13371 -4.95029  0.11
142 H 6.06480 3.37408 -3.40883  0.13
143 H 5.04916 1.94333 -2.94706  0.13
144 H 2.77628 3.16936 -1.23868  0.04
145 H 3.85640 3.07956 0.20371  0.09
146 H 3.90980 1.81083 -0.94968  0.08
147 H 6.24052 3.40913 0.20181  0.07
148 H 6.99549 3.75225 -1.30491  0.08
149 H 6.27093 2.11391 -0.96653  0.08
150 H 5.56452 5.96091 -0.14158  0.11
151 C 2.32838 -1.12964 -3.84889  -0.02
152 C 1.57425 -2.32319 -4.40575  -0.47
153 C 0.10314 -2.19774 -3.96372  -0.01
154 C 1.70761 -2.39161 -5.95613  -0.12
155 C 1.23377 -3.69693 -6.61599  -0.16
156 C 2.08426 -4.84279 -5.95670  -0.11
157 C 1.90189 -4.87277 -4.42942  -0.55
158 C 0.50439 -5.32134 -4.05439  -0.01
159 C 2.93940 -5.85089 -3.90686  -0.04
160 N 2.27646 -3.54302 -3.92422  -0.05
161 O 2.23004 -3.62092 -2.48361  -0.09
162 H 2.13832 -1.03703 -2.70563  0.10
163 H 3.35581 -1.29989 -4.03154  0.07
164 H 2.04964 -0.20772 -4.40866  0.08
165 H -0.55549 -2.62460 -4.71394  0.06
166 H -0.01373 -2.78687 -3.04378  0.08
167 H -0.15669 -1.15700 -3.89745  0.05
168 H 0.97023 -1.64042 -6.35141  0.11
169 H 2.63670 -2.24628 -6.44176  0.11
170 H 0.18163 -3.87734 -6.57837  0.08
171 H 1.39072 -3.66089 -7.70910  0.11
172 H 3.10876 -4.60194 -6.11100  0.11
173 H 1.74972 -5.78621 -6.34076  0.11
174 H 0.48015 -5.37351 -2.95982  0.07
175 H 0.36312 -6.36760 -4.32400  0.09
176 H -0.31822 -4.82274 -4.53263  0.07
177 H 2.98077 -5.81272 -2.77740  0.10
178 H 3.98281 -5.47649 -4.18722  0.11
179 H 2.85260 -6.76311 -4.44795  0.07
180 H 1.34136 -3.89489 -2.13829  0.06
181 C 3.42306 -0.03923 7.25168  -0.02
182 C 3.46014 1.15348 6.27030  -0.50
183 C 4.88873 1.71286 6.15712  -0.04
184 C 3.03522 0.51532 4.88535  -0.15
185 C 1.55331 0.24471 4.74070  -0.20
186 C 0.83754 1.52143 5.04303  -0.17
187 C 1.08094 2.15678 6.42373  -0.50
188 C 0.36602 3.57383 6.35900  -0.02
189 C 0.43061 1.28264 7.45360  -0.03
190 N 2.53044 2.26431 6.62019  -0.08
191 O 2.79116 2.68814 7.97752  -0.04
192 H 4.42302 -0.49314 7.31047  0.09
193 H 3.24048 0.37784 8.20129  0.06
194 H 2.70554 -0.77188 6.84246  0.07
195 H 5.37342 1.73304 7.13955  0.08
196 H 5.44309 1.10164 5.40595  0.09
197 H 4.79787 2.73924 5.73098  0.09
198 H 3.37644 1.31467 4.13100  0.14
199 H 3.69684 -0.34832 4.72428  0.11
200 H 1.33616 -0.08407 3.71117  0.09
201 H 1.26330 -0.60131 5.46704  0.10
202 H -0.26291 1.26681 4.97678  0.10
203 H 0.96662 2.22725 4.20036  0.12
204 H 0.24760 4.04496 7.31951  0.06
205 H -0.67966 3.52164 5.92439  0.10
206 H 1.04504 4.15627 5.75757  0.07
207 H 0.25186 0.24549 7.07745  0.08
208 H -0.52989 1.63435 7.83204  0.08
209 H 1.10472 1.25826 8.31037  0.08
210 H 3.25312 3.54787 7.91559  0.11
211 C -3.63097 0.63433 -1.16780  -0.04
212 C -4.11592 -0.01777 -2.50132  -0.45
213 C -4.97002 1.09886 -3.23903  0.00
214 C -2.86026 -0.45448 -3.30741  -0.12
215 C -3.22347 -1.32879 -4.54476  -0.18
216 C -3.89643 -2.62408 -4.10581  -0.12
217 C -5.17328 -2.31181 -3.28031  -0.48
218 C -6.31893 -1.84251 -4.20515  -0.01
219 C -5.63061 -3.53236 -2.48602  -0.05
220 N -4.77389 -1.33302 -2.16526  -0.06
221 O -5.90939 -1.12668 -1.32777  -0.06
222 H -2.90277 0.01967 -0.59382  0.07
223 H -3.10167 1.59712 -1.27612  0.06
224 H -4.41888 0.81408 -0.40491  0.09
225 H -4.50107 2.04653 -3.08828  0.06
226 H -5.04487 0.91823 -4.30480  0.06
227 H -5.96289 1.15090 -2.78090  0.08
228 H -2.34163 0.50389 -3.53309  0.10
229 H -2.25201 -1.07324 -2.57816  0.13
230 H -3.94842 -0.84614 -5.21767  0.10
231 H -2.36791 -1.55878 -5.16056  0.08
232 H -3.17240 -3.18690 -3.51325  0.12
233 H -4.28871 -3.11406 -4.96733  0.11
234 H -5.93438 -1.13701 -4.96637  0.08
235 H -7.08035 -1.34208 -3.61078  0.08
236 H -6.77461 -2.66290 -4.63951  0.06
237 H -6.54991 -3.28413 -1.93048  0.09
238 H -4.81463 -3.94255 -1.86300  0.08
239 H -5.84160 -4.43021 -3.09098  0.09
240 H -6.54231 -0.54292 -1.77020  0.07
241 C -2.10080 -4.47799 0.12672  -0.05
242 C -0.59144 -4.45200 0.27606  -0.42
243 C -0.00217 -5.84290 0.23088  -0.05
244 O -0.04580 -3.80581 -0.96143  -0.12
245 H -2.47751 -5.23961 0.81070  0.08
246 H -2.26404 -4.83719 -0.92420  0.09
247 H -2.53624 -3.45974 0.22545  0.08
248 H -0.22559 -3.91901 1.18606  0.12
249 H 1.06622 -5.81198 0.15854  0.07
250 H -0.28747 -6.22540 -0.75994  0.08
251 H -0.23949 -6.53042 1.03620  0.07
252 H -0.31112 -2.89624 -0.79672  0.04
253 C 1.27306 0.94325 0.49708  -0.04
254 C 0.27785 0.33470 -0.48928  -0.42
255 C 0.43351 0.94430 -1.97252  -0.01
256 O 0.23846 -1.07208 -0.36053  -0.08
257 H 1.25287 2.01344 0.50093  0.04
258 H 2.21482 0.55147 0.17737  0.06
259 H 1.03616 0.78980 1.53509  0.07
260 H -0.73379 0.68088 -0.18342  0.10
261 H 0.33666 2.00026 -1.75656  0.05
262 H -0.28681 0.62370 -2.69786  0.03
263 H 1.37258 0.90114 -2.54091  0.05
264 H 1.20137 -1.37169 -0.44627  0.09
265 C 5.48563 -2.30480 0.30409  -0.02
266 C 3.93674 -2.38462 0.63654  -0.44
267 C 3.59633 -1.46672 1.72913  -0.09
268 O 3.09833 -1.95003 -0.45941  -0.08
269 H 5.53434 -2.66185 -0.68050  0.05
270 H 6.18110 -2.83341 0.93986  0.07
271 H 5.82802 -1.25729 0.39861  0.08
272 H 3.71876 -3.44007 0.89897  0.14
273 H 3.89738 -0.50718 1.40016  0.07
274 H 4.14570 -1.75925 2.64817  0.10
275 H 2.53706 -1.41263 1.92780  0.06
276 H 2.95802 -2.55958 -1.20715  0.05

The value obtained for the energy above the lowest of the compared OMol25 structures with the same formula, charge and spin is 1.488 eV. As for the total energy: -121283.212 eV. As for the total charge: 0. The LUMO energy is 0.55 eV. The HOMO energy is -8.47 eV. Its SMILES is CC1(C)CCCC(C)(C)N1O.CC1(C)CCCC(C)(C)N1O.CC1(C)CCCC(C)(C)N1O.CC1(C)CCCC(C)(C)N1O.CC1(C)CCCC(C)(C)N1O.CC1(C)CCCC(C)(C)N1O.CC1(C)CCCC(C)(C)N1O.CC1(C)CCCC(C)(C)N1O.CC(C)O.CC(C)O.CC(C)O. The HOMO-LUMO gap is 9.0 eV.